Record 1
Density functional theory data (ωB97M-V/def2-TZVPD) for a structure of composition C53H52AsFeN8OS in a non-equilibrium geometry.

Computed properties:
**Total charge**: 0
**LUMO (spin up / spin down)**: -0.38 / -0.40 eV
**⟨S²⟩**: 0.85
**Relative energy (zero: lowest compared OMol25 entry of this formula, charge and spin)**: 0.0 kcal per mole
**2S+1**: 2
**F_max**: 1.74 eV/Å

CARTESIAN COORDINATES (ANGSTROEM)
1 Fe -0.26910 0.74823 1.09843
2 C -3.39299 -1.40652 3.23983
3 C -2.96503 -1.71370 1.79885
4 C -3.30309 -0.62979 0.79050
5 N -2.42867 0.54888 0.76013
6 C -2.94800 1.61315 0.22171
7 C -4.24293 1.66476 -0.39982
8 C -5.06483 2.73009 -0.66084
9 C -4.87037 4.09760 -0.43787
10 C -3.66993 4.67600 -0.09545
11 C -2.41267 4.09852 0.06517
12 C -2.01634 2.75250 0.09009
13 N -0.75412 2.35091 0.03798
14 C 0.22453 3.25949 -0.54387
15 C 1.20373 3.86226 0.44974
16 C 2.04346 2.73661 1.03824
17 N 1.19371 1.88842 1.86460
18 C 1.19231 2.08832 3.17144
19 C 2.07906 2.94889 3.86184
20 C 2.33994 3.09729 5.21419
21 C 1.79468 2.46967 6.31751
22 C 0.71616 1.59895 6.27388
23 C -0.07130 1.21071 5.21108
24 C 0.01824 1.49177 3.82445
25 N -0.95482 1.24461 2.96626
26 C -2.24073 0.86011 3.54774
27 C -2.35077 -0.60879 4.01340
28 H -3.59257 -2.34495 3.76313
29 H -4.34200 -0.85702 3.22554
30 H -3.48124 -2.61716 1.46319
31 H -1.89743 -1.93320 1.75161
32 H -4.32753 -0.30220 0.99683
33 H -3.31707 -1.07119 -0.21215
34 H -4.63514 0.70370 -0.70141
35 H -6.02357 2.46184 -1.09556
36 H -5.71795 4.75197 -0.59544
37 H -3.68219 5.75536 0.02100
38 H -1.61003 4.80407 0.23870
39 H -0.28716 4.02815 -1.12587
40 H 0.82022 2.69108 -1.25924
41 H 0.68505 4.38851 1.25704
42 H 1.84538 4.58205 -0.06679
43 H 2.88151 3.13853 1.59698
44 H 2.49052 2.16225 0.23341
45 H 2.68843 3.59170 3.24747
46 H 3.12783 3.81307 5.42951
47 H 2.22270 2.69406 7.28558
48 H 0.41051 1.18066 7.22803
49 H -0.89184 0.56813 5.48631
50 H -2.99954 1.05564 2.80018
51 H -2.45438 1.53531 4.38192
52 H -2.56078 -0.64883 5.08570
53 H -1.38518 -1.09871 3.87926
54 S 0.48410 -1.13344 2.15607
55 C 2.09353 -1.23740 1.51704
56 N 2.96245 -2.00864 2.07107
57 N 4.24037 -2.02373 1.58919
58 C 5.06421 -0.91847 1.34372
59 C 4.73673 0.38265 1.73167
60 C 5.63163 1.41344 1.49477
61 C 6.85353 1.18202 0.87574
62 C 7.17976 -0.11368 0.50424
63 C 6.29589 -1.15627 0.73408
64 N 2.46867 -0.62023 0.29234
65 N 1.61484 0.07995 -0.26502
66 C 2.08265 0.49082 -1.56942
67 C 3.43333 0.67523 -1.83853
68 C 3.81507 1.05984 -3.11454
69 C 2.86359 1.24148 -4.11166
70 C 1.51789 1.05089 -3.83005
71 C 1.12826 0.68710 -2.55083
72 H 4.72683 -2.84879 1.89188
73 H 3.79833 0.58857 2.23103
74 H 5.37032 2.41618 1.81007
75 H 7.54030 1.99748 0.69280
76 H 8.12802 -0.31987 0.02379
77 H 6.55038 -2.16425 0.42755
78 H 4.16653 0.51660 -1.05776
79 H 4.86435 1.21611 -3.32971
80 H 3.17315 1.54152 -5.10464
81 H 0.76792 1.19207 -4.59843
82 H 0.08980 0.56468 -2.28917
83 O -0.80571 -1.13813 -0.69754
84 As -1.18952 -2.09825 -1.98267
85 C -2.26290 -3.57762 -1.39816
86 C -1.84342 -4.17488 -0.21244
87 C -2.53335 -5.27030 0.28340
88 C -3.63772 -5.76294 -0.39902
89 C -4.06022 -5.15870 -1.57447
90 C -3.37170 -4.06324 -2.07838
91 C -2.10045 -1.12569 -3.36491
92 C -2.56519 -1.70411 -4.54529
93 C -3.18678 -0.91289 -5.49875
94 C -3.34765 0.44985 -5.27552
95 C -2.89157 1.02333 -4.09891
96 C -2.26792 0.23507 -3.14090
97 C 0.43764 -2.84167 -2.68974
98 C 0.60360 -3.24061 -4.01031
99 C 1.83022 -3.73826 -4.42622
100 C 2.88175 -3.83895 -3.52452
101 C 2.70891 -3.45301 -2.20301
102 C 1.48363 -2.95886 -1.78207
103 H -0.99582 -3.76795 0.32914
104 H -2.21417 -5.73204 1.20883
105 H -4.17656 -6.61666 -0.00846
106 H -4.92873 -5.53635 -2.09836
107 H -3.72248 -3.58195 -2.98282
108 H -2.44504 -2.76457 -4.73210
109 H -3.54809 -1.35906 -6.41627
110 H -3.83702 1.06276 -6.02174
111 H -3.02989 2.08095 -3.91144
112 H -1.91176 0.67060 -2.21503
113 H -0.20160 -3.14167 -4.72702
114 H 1.96836 -4.03865 -5.45691
115 H 3.83995 -4.21832 -3.85590
116 H 3.52783 -3.52426 -1.49847
117 H 1.33426 -2.64659 -0.75550

---

Record 2
Density functional theory data (ωB97M-V/def2-TZVPD) for a structure of composition C21H57NO8 in a non-equilibrium geometry.

Computed properties:
**Total charge**: 0
**LUMO**: -0.48 eV
**Relative energy (zero: lowest compared OMol25 entry of this formula, charge and spin)**: 391.7 kcal per mole
**F_max**: 10.74 eV/Å

CARTESIAN COORDINATES (ANGSTROEM)
1 C 3.37130 2.86268 0.74377
2 C 2.37730 4.04568 0.68377
3 O 2.71330 5.25068 0.97577
4 N 0.96630 3.55068 0.36977
5 H 0.37730 3.82768 -0.47123
6 H 0.90930 2.55768 0.25877
7 C -0.01970 4.24668 1.13477
8 H 3.09330 2.07468 1.22277
9 H 4.29030 3.35468 1.06877
10 H 3.56930 2.66268 -0.28023
11 H -1.13470 4.20168 1.08077
12 H 0.33730 5.17768 1.08977
13 H 0.08830 4.00468 2.10277
14 O 0.43730 1.07868 -0.22323
15 H 0.40030 0.34268 -0.76123
16 C -3.58470 3.09068 1.03377
17 C -2.87070 1.79268 0.73277
18 C -3.60870 0.76668 -0.20423
19 O -1.73370 2.13468 0.02977
20 H -3.22570 3.34368 2.13077
21 H -4.61470 3.04968 1.37477
22 H -3.33570 3.91668 0.27477
23 H -2.49870 1.37168 1.78777
24 H -2.88570 0.25368 -0.71423
25 H -4.26270 1.57068 -0.89823
26 H -4.44670 0.24968 0.61677
27 H -1.01270 1.67568 0.21877
28 C -1.15470 -2.22332 -2.48623
29 C -0.87670 -3.21432 -3.65423
30 C -0.38770 -2.68232 -5.02623
31 O -0.02570 -4.21232 -3.03123
32 H -1.65570 -2.79932 -1.70423
33 H -1.72770 -1.20832 -2.65923
34 H -0.17670 -1.87232 -2.14423
35 H -1.70970 -3.85332 -3.85423
36 H -0.68570 -3.45632 -5.79623
37 H 0.61530 -2.64232 -4.99423
38 H -0.91770 -1.66232 -5.13523
39 H 0.89630 -3.98832 -3.09123
40 C -3.24870 -3.89932 1.44777
41 C -2.25170 -2.76332 1.74477
42 C -1.42170 -2.57032 0.46877
43 O -3.10170 -1.71532 2.09677
44 H -3.49170 -4.39132 2.41877
45 H -2.81570 -4.57632 0.88877
46 H -3.93870 -3.61132 0.76277
47 H -1.53070 -3.14232 2.70277
48 H -2.00870 -2.56532 -0.36823
49 H -0.51570 -3.28632 0.35077
50 H -0.83670 -1.63032 0.53777
51 H -2.39670 -0.96632 2.12377
52 C 2.37430 -2.45432 -0.89023
53 C 2.19030 -1.70932 0.36677
54 C 2.80530 -2.23932 1.68177
55 O 2.56130 -0.41232 0.07877
56 H 3.55230 -2.33332 -1.02223
57 H 1.70430 -2.16632 -1.67423
58 H 2.07130 -3.58632 -0.75523
59 H 1.09830 -1.54132 0.43277
60 H 3.96830 -2.12832 1.77977
61 H 2.32230 -3.32132 1.99077
62 H 2.49630 -1.33632 2.42877
63 H 1.77030 0.36268 0.09577
64 C 0.80430 1.65668 3.49577
65 C 0.12730 0.41668 2.84677
66 C -0.51470 -0.41832 4.09677
67 O -0.90670 0.78268 1.99477
68 H 0.33330 2.45168 3.94577
69 H 1.37930 2.25468 2.74777
70 H 1.53130 1.44168 4.43077
71 H 0.85530 -0.32932 2.45477
72 H -1.21070 0.25368 4.64077
73 H 0.21130 -0.86032 4.91577
74 H -0.94170 -1.39932 3.79377
75 H -0.61570 0.87568 0.99477
76 C 0.49830 0.99468 -2.92523
77 C 1.93530 0.73668 -2.25623
78 C 3.15430 1.12568 -3.20423
79 O 1.96730 1.73268 -1.16623
80 H 0.58430 1.91168 -3.49223
81 H -0.38070 0.83368 -2.43823
82 H 0.18030 0.32768 -3.84023
83 H 1.92530 -0.27132 -1.92123
84 H 3.18830 0.45168 -3.96423
85 H 4.21730 1.01868 -2.78923
86 H 2.92430 2.12668 -3.43523
87 H 1.50730 1.22868 -0.41623